Molecular formula: C61H39F10N8OTi
Method: DFT, the ωB97M-V functional and the def2-TZVPD basis

Each line ends with the Mulliken charge.
Positions of all 120 atoms, in Å:
Ti1 -0.4202 0.0685 -0.4486  -0.142
C1 -1.4834 -1.4766 6.7471  -0.682
C2 -1.7077 -0.2523 6.1394  -1.373
C3 -1.4401 -0.0816 4.7873  -0.136
C4 -0.9408 -1.1305 4.0233  0.165
C5 -0.7112 -2.3577 4.6482  -0.319
C6 -0.9829 -2.5319 5.9948  -0.962
C7 -0.6037 -0.9867 2.5726  0.940
C8 0.4598 -0.2259 2.1986  -0.521
C9 1.2991 0.5102 3.2282  -1.312
C10 3.1359 -0.4630 2.0264  -2.119
C11 2.3782 -0.2305 0.8983  -0.535
C12 3.0976 0.0908 -0.3002  0.710
C13 4.5691 0.3221 -0.1977  -0.528
C14 5.0839 1.4620 0.4163  0.668
C15 6.4499 1.6997 0.4396  -1.074
C16 7.3257 0.7879 -0.1353  -0.447
C17 6.8271 -0.3663 -0.7217  -0.984
C18 5.4577 -0.5948 -0.7552  0.145
C19 2.5536 0.2205 -1.5513  0.063
N1 1.2937 -0.1630 -1.9573  0.559
C20 1.3178 -0.0491 -3.3455  0.335
C21 0.4887 -0.6165 -4.3058  2.080
C22 0.8825 -0.5276 -5.7442  -1.095
C23 1.8971 -1.3259 -6.2665  0.411
C24 2.2502 -1.2296 -7.6055  -0.942
C25 1.5913 -0.3361 -8.4386  -0.275
C26 0.5724 0.4566 -7.9287  -0.923
C27 0.2162 0.3562 -6.5909  0.088
C28 -0.6381 -1.4020 -4.0176  -0.561
C29 -1.2721 -2.4294 -4.7447  -1.402
C30 -2.2250 -2.9905 -3.9244  -1.384
C31 -2.1831 -2.3247 -2.6781  -0.183
N2 -1.2376 -1.3281 -2.7962  0.561
C32 -2.7796 -2.7561 -1.4844  1.583
C33 -2.3645 -2.4965 -0.1869  0.114
C34 -3.0280 -3.0956 0.9266  -1.756
C35 -2.4059 -2.6690 2.0496  -1.433
C36 -1.3661 -1.7819 1.6388  0.778
N3 -1.3051 -1.7069 0.2843  0.653
C37 -3.9556 -3.6489 -1.6974  -0.415
C38 -5.0899 -3.1088 -2.3032  0.035
C39 -6.2046 -3.8966 -2.5456  -0.862
C40 -6.1962 -5.2407 -2.1987  -0.357
C41 -5.0674 -5.7880 -1.6059  -0.837
C42 -3.9541 -4.9983 -1.3569  0.031
C43 2.5560 0.5867 -3.7645  -1.779
C44 3.3236 0.7303 -2.6745  -1.659
N4 0.9811 -0.2447 0.9144  0.950
H1 -1.6933 -1.6112 7.8012  0.404
H2 -2.0957 0.5763 6.7197  0.475
H3 -1.6323 0.8761 4.3185  1.127
H4 -0.2847 -3.1678 4.0698  0.501
H5 -0.7915 -3.4906 6.4619  0.423
H6 0.7821 0.6152 4.1777  1.652
H7 4.2011 -0.6103 1.9528  0.763
H8 4.3986 2.1668 0.8723  0.507
H9 6.8316 2.6014 0.9036  0.412
H10 8.3917 0.9805 -0.1358  0.363
H11 7.5045 -1.0907 -1.1582  0.383
H12 5.0592 -1.4913 -1.2155  0.476
H13 2.4113 -2.0177 -5.6094  0.481
H14 3.0404 -1.8564 -8.0022  0.373
H15 1.8720 -0.2567 -9.4818  0.373
H16 0.0531 1.1523 -8.5775  0.378
H17 -0.5760 0.9736 -6.1838  0.449
H18 -0.9902 -2.7392 -5.7390  0.562
H19 -2.8516 -3.8411 -4.1419  0.534
H20 -3.8861 -3.7420 0.8661  0.491
H21 -2.6665 -2.9055 3.0660  0.528
H22 -5.0933 -2.0569 -2.5619  0.469
H23 -7.0830 -3.4572 -3.0025  0.385
H24 -7.0631 -5.8595 -2.3941  0.374
H25 -5.0545 -6.8359 -1.3314  0.383
H26 -3.0704 -5.4279 -0.9005  0.513
H27 2.8032 0.8496 -4.7801  0.603
H28 4.3132 1.1541 -2.6112  0.701
C45 -0.2549 2.8497 -2.4467  -1.709
N5 -0.0445 2.7024 -0.9805  1.996
C46 1.2753 3.2736 -0.6388  -1.517
C47 1.5771 3.4494 0.8595  -1.640
N6 1.1779 2.2788 1.5973  0.180
C48 1.6913 1.9060 2.6984  -0.416
C49 2.5806 2.7192 3.5135  0.124
F1 2.5012 4.0487 3.3204  -0.406
C50 3.4042 2.3711 4.5136  0.433
F2 3.9969 3.3660 5.1693  -0.325
C51 3.8374 1.0687 4.9438  0.164
F3 4.7547 1.0939 5.9239  -0.342
C52 3.4902 -0.1198 4.4529  -0.490
F4 4.1069 -1.1753 4.9628  -0.329
C53 2.5162 -0.4388 3.3633  2.562
F5 2.0254 -1.7147 3.7358  -0.466
C54 -1.0585 3.4897 -0.2483  -0.731
C55 -2.4120 2.8058 -0.1851  -1.730
N7 -2.4574 1.7331 0.7912  0.080
C56 -2.9711 2.0744 1.9758  0.589
C57 -3.6665 1.1125 2.7664  -0.428
F6 -3.8074 -0.1210 2.2646  -0.415
C58 -4.2941 1.3812 3.9576  0.383
F7 -4.9781 0.4145 4.5895  -0.414
C59 -4.2667 2.6530 4.5063  0.679
F8 -4.8888 2.9259 5.6744  -0.374
C60 -3.5853 3.6295 3.8108  0.015
F9 -3.5105 4.8669 4.3277  -0.361
C61 -2.9625 3.3567 2.6088  0.297
F10 -2.2443 4.3863 2.0823  -0.406
H29 0.6414 3.2568 -2.9203  0.417
H30 -0.4873 1.9012 -2.9151  0.259
H31 -1.0810 3.5349 -2.6416  0.364
H32 2.0377 2.6411 -1.0892  0.434
H33 1.3587 4.2759 -1.0839  0.597
H34 2.6501 3.6553 0.9355  0.892
H35 1.0715 4.3316 1.2543  0.293
H36 -0.7294 3.5908 0.7790  0.410
H37 -1.1469 4.4966 -0.6859  0.116
H38 -3.1796 3.5633 -0.0096  0.405
H39 -2.6339 2.3542 -1.1523  0.656
O1 -2.1005 0.1381 -1.2275  -0.473
N8 -1.2084 -0.0542 -2.1987  0.670

Output
Total charge: -1
Spin multiplicity: 1

Molecular formula: C61H39F2N2O14S2
Method: DFT, the ωB97M-V functional and the def2-TZVPD basis

Each line ends with the Mulliken charge.
Positions of all 120 atoms, in Å:
O1 9.3183 0.6382 -0.0984  -0.421
C1 8.4254 0.7551 -0.8337  0.459
F1 8.1196 -0.2609 -1.6542  -0.223
N1 7.6702 1.9718 -0.8118  -0.153
C2 6.2674 1.7634 -0.6307  0.442
O2 5.6792 0.7665 -0.8154  -0.510
S1 5.3381 3.2841 -0.0791  1.142
O3 6.0372 4.4790 -0.5219  -0.696
O4 5.4075 3.2171 1.3762  -0.760
N2 3.7771 3.1828 -0.5136  -0.402
S2 3.5975 3.3043 -2.1527  1.123
O5 3.4633 4.6617 -2.6616  -0.690
O6 4.6219 2.5972 -2.9335  -0.707
C3 2.0185 2.4274 -2.4894  -0.696
C4 1.0246 2.5012 -1.2888  -0.672
C5 0.9317 1.1948 -0.4660  -0.152
F2 0.9509 0.0400 -1.2794  -0.286
H1 7.8810 2.5868 -1.5980  0.313
H2 2.3116 1.3861 -2.7352  0.335
H3 1.5889 2.9023 -3.3908  0.357
H4 1.2472 3.3398 -0.6020  0.352
H5 0.0203 2.7092 -1.7258  0.392
H6 -0.0595 1.1996 0.0411  0.180
H7 1.6990 1.0970 0.3229  0.284
C6 -0.6760 -3.6694 -2.1671  -0.686
C7 -1.6421 -4.5789 -2.5877  -0.506
C8 -2.9091 -4.5589 -2.0249  -0.591
C9 -3.2136 -3.6365 -1.0299  0.429
C10 -2.2359 -2.7403 -0.5911  0.360
C11 -0.9705 -2.7519 -1.1707  -0.706
C12 -2.5267 -1.7812 0.5031  0.481
O7 -1.6748 -1.0036 0.8784  -0.646
C13 -3.8736 -1.7994 1.1316  0.166
C14 -4.1454 -0.9461 2.1956  -0.537
C15 -5.4020 -0.9456 2.7804  -0.561
C16 -6.3966 -1.7916 2.2992  -0.336
C17 -6.1295 -2.6481 1.2428  -0.594
C18 -4.8652 -2.6621 0.6616  0.226
C19 -4.5797 -3.6098 -0.4475  0.496
O8 -5.4478 -4.3528 -0.8671  -0.695
H8 0.3101 -3.6799 -2.6149  0.468
H9 -1.4060 -5.3028 -3.3586  0.431
H10 -3.6580 -5.2653 -2.3610  0.492
H11 -0.2129 -2.0494 -0.8446  0.585
H12 -3.3751 -0.2839 2.5709  0.481
H13 -5.6107 -0.2839 3.6121  0.402
H14 -7.3798 -1.7834 2.7535  0.366
H15 -6.9040 -3.3086 0.8735  0.459
C20 -7.7883 4.7009 4.5413  -0.582
C21 -8.8572 5.5693 4.7433  -0.438
C22 -10.1580 5.1228 4.5708  -0.627
C23 -10.3962 3.8086 4.1837  0.373
C24 -9.3229 2.9444 3.9580  0.137
C25 -8.0200 3.3922 4.1490  -0.429
C26 -9.5573 1.5518 3.4971  0.366
O9 -8.6237 0.7981 3.3045  -0.649
C27 -10.9544 1.1008 3.2679  0.164
C28 -11.1898 -0.1810 2.7819  -0.377
C29 -12.4893 -0.6168 2.5768  -0.590
C30 -13.5611 0.2233 2.8651  -0.435
C31 -13.3318 1.5032 3.3444  -0.650
C32 -12.0289 1.9496 3.5383  0.322
C33 -11.7951 3.3363 4.0191  0.535
O10 -12.7303 4.0715 4.2675  -0.678
H16 -6.7727 5.0491 4.6852  0.419
H17 -8.6737 6.5954 5.0378  0.390
H18 -10.9874 5.7994 4.7337  0.461
H19 -7.1861 2.7209 3.9874  0.518
H20 -10.3590 -0.8386 2.5592  0.497
H21 -12.6700 -1.6137 2.1933  0.415
H22 -14.5765 -0.1212 2.7111  0.386
H23 -14.1674 2.1560 3.5633  0.466
C34 -4.5240 -2.8508 -5.3981  -0.452
C35 -4.8983 -3.5944 -6.5137  -0.593
C36 -4.1244 -3.5591 -7.6635  -0.557
C37 -2.9785 -2.7710 -7.7065  0.271
C38 -2.6176 -2.0076 -6.5948  0.200
C39 -3.3874 -2.0592 -5.4386  -0.674
C40 -1.4241 -1.1225 -6.6386  0.542
O11 -1.1087 -0.4620 -5.6707  -0.693
C41 -0.6307 -1.0561 -7.8931  0.239
C42 0.4557 -0.1911 -7.9709  -0.612
C43 1.2110 -0.1305 -9.1313  -0.531
C44 0.8899 -0.9408 -10.2168  -0.434
C45 -0.1950 -1.8005 -10.1463  -0.591
C46 -0.9644 -1.8547 -8.9889  0.277
C47 -2.1459 -2.7545 -8.9375  0.554
O12 -2.4300 -3.4604 -9.8862  -0.685
H24 -5.1242 -2.8858 -4.4965  0.495
H25 -5.7938 -4.2035 -6.4841  0.406
H26 -4.4146 -4.1424 -8.5284  0.461
H27 -3.1021 -1.4781 -4.5702  0.547
H28 0.7108 0.4384 -7.1274  0.568
H29 2.0537 0.5475 -9.1914  0.408
H30 1.4857 -0.8973 -11.1205  0.393
H31 -0.4448 -2.4260 -10.9941  0.461
C48 15.3480 0.7557 6.6138  -0.467
C49 14.6684 0.3397 7.7551  -0.434
C50 13.3478 -0.0707 7.6661  -0.556
C51 12.6961 -0.0561 6.4374  0.163
C52 13.3701 0.3835 5.2980  0.121
C53 14.7008 0.7783 5.3886  -0.534
C54 12.6735 0.4518 3.9845  0.590
O13 13.2653 0.8313 2.9933  -0.663
C55 11.2447 0.0561 3.9140  0.159
C56 10.5608 0.1671 2.7075  -0.482
C57 9.2302 -0.2119 2.6272  -0.168
C58 8.5786 -0.7128 3.7511  -0.721
C59 9.2528 -0.8208 4.9579  -0.589
C60 10.5837 -0.4287 5.0470  0.140
C61 11.2842 -0.5160 6.3516  0.656
O14 10.7171 -0.9496 7.3368  -0.679
H32 16.3832 1.0679 6.6830  0.386
H33 15.1718 0.3343 8.7145  0.390
H34 12.8228 -0.3988 8.5545  0.458
H35 15.2301 1.1075 4.5033  0.465
H36 11.0630 0.5528 1.8299  0.534
H37 8.7020 -0.1209 1.6954  0.359
H38 7.5405 -1.0149 3.6847  0.427
H39 8.7406 -1.2062 5.8305  0.457

Output
Total charge: -1
Spin multiplicity: 1

Across the entries above, highest occupied orbital energy takes the values -4.0 -6.3 eV, respectively.
Across the entries above, energy relative to the best compared isomer or geometry (same formula, charge and spin) takes the values 187.9 74.2 kJ/mol, respectively.